*P*
Entry from OMol25: the molecule C4H8N4 (ωB97M-V/def2-TZVPD).

Results
HOMO = -8.5 eV
SMILES = CN1N=N[C@]2(C)CN12
Kohn-Sham gap = 9.54 eV
Net charge = 0

Structure (XYZ):
```
16
Properties=species:S:1:pos:R:3:lowdin_charge:R:1
C -2.0208 -1.1881 -1.1351 -0.033
N -0.7991 -0.8090 -0.4941 -0.253
N 0.1739 -1.6508 -0.2282 0.041
N 1.1945 -1.0795 0.2164 0.040
C 0.9690 0.2824 0.4221 -0.433
C 2.0766 1.2461 0.1560 -0.023
C -0.2105 0.6155 1.2629 -0.106
N -0.5419 0.5129 -0.1541 0.057
H -1.8381 -1.5801 -2.1362 0.080
H -2.5148 -1.9559 -0.5404 0.082
H -2.6537 -0.3065 -1.1991 0.085
H 2.5409 1.0161 -0.7996 0.078
H 2.8346 1.1590 0.9310 0.083
H 1.6942 2.2600 0.1438 0.079
H -0.6063 -0.1503 1.9247 0.116
H -0.2984 1.6282 1.6301 0.106
```


*Q*
Entry from OMol25: the molecule C4H8N4 (ωB97M-V/def2-TZVPD).

Results
HOMO = -7.9 eV
SMILES = [H]/N=C1/C[C@]1(N)/C=N/N
Kohn-Sham gap = 8.07 eV
Net charge = 0

Structure (XYZ):
```
16
Properties=species:S:1:pos:R:3:lowdin_charge:R:1
H 1.1186 -1.0232 -2.8784 0.045
N 0.9747 -1.3142 -1.9051 0.114
C 1.0657 -0.2742 -1.1534 -0.184
C 1.3712 -0.9425 0.2000 -0.099
C 0.6332 0.2897 0.1430 -0.478
N 1.3354 1.5612 0.4692 0.077
C -0.7768 0.2844 0.6173 -0.078
N -1.7535 0.3251 -0.2322 -0.034
N -2.9666 0.2683 0.3748 -0.052
H 0.8420 -1.8668 0.4031 0.115
H 2.4226 -0.9530 0.4486 0.113
H 1.3166 1.7362 1.4732 0.075
H 2.3183 1.5292 0.1981 0.078
H -0.9286 0.2414 1.7128 0.138
H -3.3370 -0.6857 0.2970 0.089
H -3.6359 0.8241 -0.1679 0.081
```


Stability, descending: *P*, *Q*